No. 1
Formula: C3H9N
Source: OMol25
Level of theory: ωB97M-V with the def2-TZVPD basis set

Computed properties:
Energy above the lowest of the compared OMol25 structures with the same formula, charge and spin, eV: 1.908
Orbital gap, eV: 9.127
E_tot, eV: -4745.202
HOMO level, eV: -8.0
Molecular weight, g mol⁻¹: 59.1

Last column: Mulliken charge in e.
Cartesian coordinates (Å):
C (0.50897, 1.38555, -0.11070)  -0.91
C (-0.47587, -0.70432, -1.13513)  -0.77
C (-0.06029, -0.69231, 1.30556)  -0.90
H (0.83358, 1.46639, -1.12128)  0.38
H (1.28109, 1.40934, 0.62490)  0.30
H (-0.36158, 2.09674, 0.14436)  0.25
H (-0.31431, 0.10104, -1.88278)  0.27
H (-1.46233, -1.23929, -1.43798)  0.22
H (0.36241, -1.36792, -1.08553)  0.33
H (-0.13858, -0.00044, 2.21946)  0.27
H (-0.77907, -1.54927, 1.27339)  0.30
H (0.98284, -1.04414, 1.14381)  0.37
N (-0.37686, 0.13864, 0.06193)  -0.14

***

No. 2
Formula: C8H8O
Source: OMol25
Level of theory: ωB97M-V with the def2-TZVPD basis set

Computed properties:
Energy above the lowest of the compared OMol25 structures with the same formula, charge and spin, eV: 0.515
Orbital gap, eV: 9.979
E_tot, eV: -10471.608
HOMO level, eV: -9.0
Molecular weight, g mol⁻¹: 120.2

Last column: Mulliken charge in e.
Cartesian coordinates (Å):
C (1.71418, -1.21321, 0.07197)  -0.42
C (1.67889, 1.21359, -0.00300)  -0.52
C (0.28554, 0.67612, -0.01455)  0.55
C (-0.92664, 1.38990, 0.06812)  -0.66
C (-2.12797, 0.72654, -0.14026)  -0.22
C (-2.20844, -0.72479, -0.21697)  -0.56
C (-0.99560, -1.39139, -0.01243)  -0.34
C (0.22397, -0.71889, 0.07321)  0.36
H (2.17557, -1.51452, 1.06566)  0.21
H (1.92511, -2.17192, -0.53302)  0.27
H (1.97906, 1.71934, 0.99884)  0.20
H (2.02487, 1.86109, -0.73570)  0.30
H (-0.87118, 2.50244, 0.10835)  0.33
H (-2.98961, 1.41774, -0.23637)  0.30
H (-3.22408, -1.23898, -0.17026)  0.30
H (-1.10836, -2.48593, 0.10050)  0.32
O (2.44470, -0.04714, -0.42407)  -0.40